75
Properties=species:S:1:pos:R:3:forces:R:3 method="wB97M-V/def2-TZVPD" largest_force_ev_per_a=0.08 charge=+1 orbital_gap_ev=7.99
Sr 2.4954 0.7120 0.7286 0.0 0.0 -0.1
C -1.3154 3.0843 0.9131 0.0 0.0 0.0
P -0.0616 2.1024 1.8038 0.0 0.0 0.0
C 0.1952 3.0651 3.3324 0.0 0.0 0.0
C -1.0830 0.6953 2.4094 0.0 0.0 0.0
C -0.2920 -0.3292 3.2276 0.0 0.0 0.0
P 0.7690 -1.4178 2.1918 0.0 0.0 0.0
C 1.6434 -2.3793 3.4704 0.0 0.0 0.0
C -0.4526 -2.6194 1.5502 0.0 0.0 0.0
H -2.2013 3.2503 1.5295 0.0 0.0 0.0
H -1.6052 2.5686 -0.0025 0.0 0.0 0.0
H -0.8966 4.0522 0.6369 0.0 0.0 0.0
H -0.7448 3.2314 3.8616 0.0 0.0 0.0
H 0.6366 4.0307 3.0836 0.0 0.0 0.0
H 0.8971 2.5379 3.9786 0.0 0.0 0.0
H -1.5338 0.2215 1.5314 0.0 0.0 0.0
H -1.9089 1.1004 3.0019 0.0 0.0 0.0
H -0.9743 -0.9629 3.8013 0.0 0.0 0.0
H 0.3697 0.1648 3.9434 0.0 0.0 0.0
H 0.9423 -2.8119 4.1862 0.0 0.0 0.0
H 2.3334 -1.7157 3.9916 0.0 0.0 0.0
H 2.2160 -3.1836 3.0085 0.0 0.0 0.0
H -1.0289 -3.0714 2.3595 0.0 0.0 0.0
H 0.0612 -3.4093 1.0005 0.0 0.0 0.0
H -1.1430 -2.1237 0.8653 0.0 0.0 0.0
Cl -4.2780 -1.2985 1.9758 0.0 0.0 0.0
C -3.7990 -1.2406 0.3119 0.0 0.0 0.0
C -3.6235 -2.4199 -0.3964 0.0 0.0 0.0
C -3.2055 -2.3519 -1.7136 0.0 0.0 0.0
C -2.9560 -1.1342 -2.3429 0.0 0.0 0.0
C -2.4545 -1.1282 -3.7672 0.0 0.0 0.0
C -0.9596 -1.4584 -3.8438 0.0 0.0 0.0
N -0.1234 -0.5161 -3.1155 0.0 0.0 0.0
C 0.2757 0.7228 -3.5519 0.1 0.0 0.0
C 1.0464 1.2402 -2.5583 -0.1 0.0 0.0
N 1.1203 0.3440 -1.5109 0.1 0.1 0.0
C 0.3977 -0.6927 -1.8891 0.0 0.0 0.0
O -3.1063 -2.1303 -4.5205 0.0 0.0 0.0
C -3.7950 -1.6556 -5.6828 0.0 0.0 0.0
C -2.8980 -0.8966 -6.6158 0.0 0.0 0.0
C -1.9085 -1.4688 -7.3626 0.0 0.0 0.0
Cl -1.5217 -3.1377 -7.4222 0.0 0.0 0.0
S -1.0058 -0.3288 -8.2650 0.0 0.0 0.0
C -1.9510 0.9595 -7.6517 0.0 0.0 0.0
C -2.9117 0.5186 -6.7962 0.0 0.0 0.0
C -3.1624 0.0250 -1.6058 0.0 0.0 0.0
Cl -2.9118 1.5947 -2.3198 0.0 0.0 0.0
C -3.5859 -0.0107 -0.2847 0.0 0.0 0.0
H -3.8159 -3.3712 0.0792 0.0 0.0 0.0
H -3.0864 -3.2638 -2.2850 0.0 0.0 0.0
H -2.6176 -0.1421 -4.2036 0.0 0.0 0.0
H -0.6501 -1.4681 -4.8886 0.0 0.0 0.0
H -0.7944 -2.4551 -3.4339 0.0 0.0 0.0
H -0.0149 1.1061 -4.5151 0.0 0.0 0.0
H 1.5496 2.1926 -2.5381 0.0 0.0 0.0
H 0.2392 -1.5948 -1.3186 0.0 0.0 0.0
H -4.6427 -1.0298 -5.3871 0.0 0.0 0.0
H -4.1818 -2.5540 -6.1604 0.0 0.0 0.0
H -1.7605 1.9697 -7.9748 0.0 0.0 0.0
H -3.6258 1.1720 -6.3137 0.0 0.0 0.0
H -3.7543 0.9061 0.2623 0.0 0.0 0.0
I 7.7936 1.7371 8.1005 0.0 0.0 0.0
C 6.5813 1.5055 6.4224 0.0 0.0 0.0
C 5.2179 1.2976 6.5877 0.0 0.0 0.0
C 4.4165 1.1444 5.4689 0.0 0.0 0.0
C 4.9705 1.1978 4.1947 0.0 0.0 0.0
C 6.3365 1.4069 4.0428 0.0 0.0 0.0
C 7.1471 1.5615 5.1554 0.0 0.0 0.0
C 4.1037 1.0289 2.9942 0.0 0.0 0.0
O 2.8581 0.8271 3.1561 0.0 0.0 0.0
O 4.6238 1.0866 1.8390 0.0 0.0 0.0
H 4.7887 1.2568 7.5789 0.0 0.0 0.0
H 3.3524 0.9828 5.5755 0.0 0.0 0.0
H 6.7552 1.4467 3.0469 0.0 0.0 0.0
H 8.2093 1.7240 5.0390 0.0 0.0 0.0

---

71
Properties=species:S:1:pos:R:3:forces:R:3 method="wB97M-V/def2-TZVPD" largest_force_ev_per_a=1.53 spin_multiplicity=2 charge=-1 orbital_gap_ev="7.03 / 6.48" s_squared=0.76
Ti 1.4645 2.5255 2.5562 -1.3 -0.8 0.0
C -0.9595 2.7378 2.7542 0.0 0.1 0.0
C -0.4445 3.8238 2.0061 -0.1 0.2 0.2
C 0.3972 4.5718 2.8540 -0.1 0.2 0.1
C 0.4314 3.9330 4.1162 -0.1 0.1 0.0
C -0.4164 2.7983 4.0462 0.0 0.2 0.0
H -1.6478 1.9952 2.3889 0.1 -0.1 -0.1
H -0.6922 4.0650 0.9842 0.1 -0.1 0.0
H 0.9337 5.4694 2.5944 0.1 -0.1 0.0
H 0.9530 4.2850 4.9904 0.1 0.0 0.0
H -0.6145 2.1045 4.8470 0.1 -0.1 0.0
Cl 5.6284 0.4070 1.5247 0.1 0.0 0.0
C 4.2687 0.4913 0.4716 -0.3 0.1 0.0
Cl 3.5805 -0.9827 -0.0590 0.0 0.0 0.0
Cl 5.1942 1.4352 -1.6344 0.0 0.0 0.0
C 3.4002 1.5427 0.7220 0.6 0.4 0.0
N 2.8093 2.5136 0.9888 0.2 -0.3 -0.5
C 1.0537 -1.3301 2.8302 -0.1 -0.1 -0.1
C 1.1358 0.1509 2.5812 0.4 0.3 0.3
O 1.8434 0.8664 3.5174 -0.1 -0.1 0.0
N 0.6395 0.8098 1.6201 0.4 0.5 0.2
Te -1.5120 -0.2440 0.2195 0.0 -0.2 -0.1
C -2.8788 -1.4434 -0.9561 -0.1 0.0 0.0
C -3.4046 -2.6292 -0.4287 0.0 0.0 0.0
C -3.0650 -3.1691 0.9408 0.0 0.0 0.0
C -4.2806 -3.4055 -1.1924 0.0 0.0 0.0
C -4.6592 -3.0422 -2.4707 0.0 0.1 0.0
C -5.6052 -3.8842 -3.2825 0.0 0.0 0.0
C -4.1470 -1.8538 -2.9802 0.0 -0.1 0.0
C -3.2801 -1.0535 -2.2483 0.0 0.1 0.0
C -2.8032 0.2267 -2.8776 0.0 0.0 0.0
C 0.0266 -0.4028 -1.2278 0.0 0.1 -0.1
C 0.4993 -1.6504 -1.6334 0.0 -0.1 0.0
C -0.0033 -2.9600 -1.0845 0.0 0.0 0.0
C 1.5119 -1.7115 -2.5966 0.0 0.0 0.1
C 2.0848 -0.5755 -3.1356 0.0 0.0 0.0
C 3.2303 -0.6449 -4.1042 0.1 0.0 -0.1
C 1.6008 0.6589 -2.7144 0.0 0.0 0.0
C 0.5783 0.7677 -1.7843 0.0 0.0 0.0
C 0.1080 2.1464 -1.4122 0.0 0.0 0.0
H 1.6609 -1.6079 3.6894 0.0 0.0 0.0
H 1.4002 -1.8658 1.9451 0.0 0.0 0.0
H 0.0152 -1.6197 3.0015 0.0 0.0 0.0
H -2.6697 -2.4119 1.6122 0.0 0.0 0.0
H -2.3107 -3.9579 0.8661 0.0 0.0 0.0
H -3.9509 -3.6098 1.4013 0.0 0.0 0.0
H -4.6733 -4.3230 -0.7627 0.0 0.0 0.0
H -5.8347 -4.8207 -2.7735 0.0 0.0 0.0
H -5.1800 -4.1269 -4.2583 0.0 0.0 0.0
H -6.5477 -3.3614 -3.4610 0.0 0.0 0.0
H -4.4381 -1.5346 -3.9767 0.0 0.0 0.0
H -3.3445 0.4236 -3.8036 0.0 0.0 0.0
H -1.7366 0.1888 -3.1057 0.0 0.0 0.0
H -2.9528 1.0698 -2.2008 0.0 0.0 0.0
H -0.5206 -2.8318 -0.1352 0.1 0.0 0.0
H 0.8334 -3.6441 -0.9299 0.0 0.0 0.0
H -0.7026 -3.4339 -1.7788 0.0 0.0 0.0
H 1.8859 -2.6875 -2.8930 0.0 0.0 0.0
H 3.5548 -1.6744 -4.2608 0.0 0.0 0.0
H 4.0782 -0.0698 -3.7248 0.0 0.0 0.0
H 2.9537 -0.2263 -5.0747 0.0 0.0 0.0
H 2.0563 1.5647 -3.0997 0.0 0.0 0.0
H 0.6592 2.8977 -1.9774 0.0 0.0 0.0
H 0.2555 2.3282 -0.3502 0.0 0.0 0.1
H -0.9594 2.2667 -1.6091 0.0 0.0 0.0
C 4.0801 2.6221 4.5846 0.0 0.0 0.0
C 3.1694 3.3405 3.6226 0.0 -0.2 0.1
O 3.3698 4.4995 3.3095 0.0 0.0 -0.1
H 4.7796 3.3179 5.0517 0.0 0.0 0.0
H 4.6268 1.8532 4.0330 0.0 0.0 0.0
H 3.4826 2.0917 5.3280 0.0 0.0 0.0

---

79
Properties=species:S:1:pos:R:3:forces:R:3 method="wB97M-V/def2-TZVPD" largest_force_ev_per_a=4.74 spin_multiplicity=3 charge=+2 orbital_gap_ev="4.35 / 5.01" s_squared=2.09
O 2.6734 -2.4232 -0.9844 0.7 1.4 -0.6
V 2.3946 -0.9519 -1.3550 -4.3 -0.5 0.8
O -2.5269 -1.6410 -3.3625 1.8 2.1 2.3
V -1.6604 -0.9351 -2.2421 1.6 -4.5 0.1
C 1.4220 -1.9401 -5.0240 0.6 1.3 1.5
C 0.6630 -2.3410 -3.7367 -1.4 -1.2 -2.7
C 1.0278 -3.7874 -3.4151 -0.4 0.3 1.3
O 0.4941 -1.4555 -2.6403 0.2 1.5 1.4
H 0.8842 -2.3551 -5.8764 0.6 -0.4 0.1
H 2.4602 -2.2375 -4.8757 0.1 -0.3 -0.8
H 1.4428 -0.8617 -5.1811 -0.2 0.2 0.0
H -0.3416 -2.3664 -4.1588 -0.3 -0.5 0.2
H 0.8892 -4.4764 -4.2482 -0.1 0.3 -0.1
H 0.3566 -4.0737 -2.6053 0.1 -0.4 0.1
H 2.0389 -3.9395 -3.0374 0.2 0.2 -0.1
N 0.1155 0.0031 0.7403 -1.4 -1.5 1.1
O -0.3685 0.1698 1.8672 1.3 0.1 -2.7
O -0.5257 0.0174 -0.3280 -3.0 0.9 -1.7
O 1.2802 -0.3859 0.5339 3.5 -0.3 0.4
N 2.1331 1.2373 -2.1294 0.6 1.1 -1.5
C 2.2831 1.6225 -3.4458 0.2 -0.3 -0.3
C 2.3026 2.9249 -3.9336 -0.6 0.2 1.2
C 2.0950 3.9487 -3.0334 0.0 0.2 2.5
C 1.9447 3.6436 -1.6351 -0.2 -1.6 -1.7
C 1.9608 2.2824 -1.2792 0.0 0.6 0.0
H 2.3788 0.8842 -4.2282 0.1 -0.7 0.4
H 2.3627 3.2482 -4.9623 0.2 -0.8 -0.3
H 2.0739 4.9694 -3.3858 -0.1 0.1 0.1
H 1.7185 4.3261 -0.8293 0.2 0.4 -0.3
H 1.7955 2.0247 -0.2435 0.1 0.0 0.2
N 1.6631 5.1582 3.5401 1.0 0.7 -0.8
C 2.7537 5.4893 2.7750 -0.4 -1.8 0.3
C 3.4780 4.5116 2.0835 -1.4 -0.7 1.1
C 2.9910 3.1805 2.2305 1.9 0.8 -1.6
C 1.9026 2.8539 2.9576 -0.8 0.0 0.2
C 1.2676 3.8900 3.6156 -0.4 1.2 -0.3
H 3.0895 6.5116 2.6829 -0.4 0.3 0.4
H 4.3462 4.7759 1.4980 0.0 -0.2 -0.1
H 3.4566 2.3718 1.6869 0.4 0.0 -0.1
H 1.5158 1.8466 2.9116 -0.1 -0.1 0.4
H 0.3085 3.7628 4.0957 0.0 -0.2 0.5
N 0.8837 -3.7840 0.5600 -1.2 -0.6 1.9
C 0.1122 -3.7718 1.7159 1.0 -0.7 -1.5
C -0.1705 -4.9024 2.5229 -0.1 3.5 -0.5
C 0.3877 -6.0566 2.1517 1.1 -2.1 -0.7
C 1.1610 -6.1167 0.9856 -0.1 -0.3 -0.2
C 1.3993 -4.9906 0.2176 -0.9 0.6 1.0
H -0.2991 -2.8192 2.0156 0.1 0.3 -0.1
H -0.7403 -4.7120 3.4204 -0.1 -0.4 0.1
H 0.2794 -6.9415 2.7613 -0.1 -0.2 -0.1
H 1.5361 -7.0699 0.6435 0.2 -0.1 0.1
H 2.0057 -5.0441 -0.6745 0.1 0.1 -0.1
N -2.7858 6.1948 1.1396 0.1 -1.9 -0.8
C -3.4782 5.5777 0.0922 2.3 1.6 1.9
C -3.1103 4.3317 -0.3791 -1.7 0.3 -0.5
C -2.1868 3.5678 0.2949 0.3 -0.3 -0.3
C -1.5706 4.0960 1.3773 0.7 1.7 0.9
C -1.8310 5.4559 1.7319 -1.6 -1.2 -0.1
H -4.1984 6.2931 -0.2766 -0.4 -0.6 -0.6
H -3.6776 3.9014 -1.1912 0.0 0.0 -0.2
H -1.9213 2.5681 -0.0156 -0.2 -0.2 -0.2
H -0.8506 3.5224 1.9420 0.1 0.0 0.1
H -1.4302 5.8174 2.6674 0.4 0.5 -0.2
N -2.0495 -2.8015 -0.7514 -1.2 -0.2 2.1
C -2.1294 -4.1844 -0.9025 -0.7 1.6 -0.8
C -3.0034 -5.0519 -0.1955 0.4 2.5 0.4
C -3.6877 -4.5034 0.9040 0.5 0.4 -1.7
C -3.5338 -3.1079 1.1589 0.1 -1.5 0.8
C -2.7159 -2.3190 0.4040 0.6 -1.1 -2.2
H -1.5802 -4.5720 -1.7479 0.0 0.0 -0.1
H -3.2726 -6.0130 -0.6082 0.6 -0.3 0.3
H -4.3680 -5.2088 1.3578 -0.2 0.6 0.7
H -3.9689 -2.5957 2.0044 -0.4 -0.3 0.1
H -2.6608 -1.2903 0.7282 0.4 0.3 -0.6
C -1.7847 1.3872 4.4890 0.1 1.5 0.2
Cl -2.6817 2.7422 5.2893 0.0 -0.8 -0.3
Cl -2.8062 -0.0002 4.0910 0.3 0.2 0.4
Cl -0.3391 1.0631 5.4796 -0.6 -0.4 -0.5
H -1.4734 1.8548 3.5549 0.1 -0.5 0.1

---

no.,E_tot (eV)
1,-115647.21823
2,-105660.99161
3,-140753.38694